(1)
38
Properties=species:S:1:pos:R:3 method="wB97M-V/def2-TZVPD" molar_mass_da=496.79 max_force_ev_per_a=0.09 homo_ev=-5.309 gap_ev=6.94 charge=-1 spin_multiplicity=1
Pd 0.667 1.037 -0.367
O 1.830 -0.341 0.607
S 1.139 -0.161 1.921
O 2.014 -0.016 3.039
O 0.230 1.004 1.692
C 0.196 -1.656 2.208
C 0.246 -2.071 3.535
C -0.363 -3.247 3.943
C -1.015 -4.028 3.009
C -1.074 -3.618 1.686
C -0.487 -2.435 1.255
S -0.833 -2.040 -0.488
O -1.701 -3.101 -0.932
O 0.450 -2.006 -1.195
O -1.470 -0.732 -0.411
H 0.789 -1.466 4.245
H -0.312 -3.545 4.982
H -1.488 -4.956 3.302
H -1.600 -4.208 0.950
N -2.341 2.033 -0.363
C -1.499 2.905 -0.936
O -0.266 2.598 -1.130
C -1.950 4.183 -1.330
C -3.316 4.508 -1.182
N -4.443 4.710 -1.023
C -1.048 5.127 -1.875
N -0.325 5.908 -2.322
H -3.312 2.284 -0.288
H -2.084 1.054 -0.292
C 3.457 0.168 -2.120
C 2.257 0.563 -2.952
O 1.012 0.343 -2.274
H 4.370 0.322 -2.698
H 3.400 -0.881 -1.827
H 3.517 0.768 -1.212
H 2.217 -0.007 -3.883
H 2.270 1.623 -3.201
H 0.861 -0.623 -2.071


(2)
72
Properties=species:S:1:pos:R:3 method="wB97M-V/def2-TZVPD" molar_mass_da=754.71 max_force_ev_per_a=2.97 homo_ev=-2.423 gap_ev=4.06 charge=-1 spin_multiplicity=1
O 3.353 1.034 -4.852
C 3.095 1.248 -6.022
C 3.138 2.607 -6.651
C 3.422 3.730 -5.853
H 3.593 3.596 -4.782
C 3.483 4.997 -6.434
H 3.703 5.868 -5.810
C 3.263 5.143 -7.814
H 3.308 6.135 -8.266
C 2.989 4.021 -8.613
H 2.822 4.137 -9.686
C 2.932 2.756 -8.028
H 2.727 1.865 -8.623
H 2.824 0.427 -6.731
C -2.327 0.736 -2.854
C -2.174 -0.074 -1.634
H -3.368 0.830 -3.182
H -1.727 0.295 -3.659
H -1.921 1.738 -2.676
C -3.029 -0.908 -1.073
C -4.510 -1.097 -1.355
H -2.709 -1.574 -0.267
H -4.857 -0.479 -2.194
H -5.109 -0.845 -0.462
H -4.697 -2.157 -1.588
Pb 0.100 0.448 -0.975
Cl -0.307 2.927 -0.155
Cl 1.325 -0.033 -3.261
C -2.058 0.373 1.707
O -1.353 -0.499 1.163
N -2.578 0.240 2.959
C -2.416 -1.027 3.664
C -3.740 1.052 3.305
H -2.269 1.340 1.217
H -1.610 -1.619 3.229
H -3.336 -1.617 3.651
H -2.169 -0.824 4.705
H -3.847 1.807 2.513
H -3.537 1.550 4.264
H -4.643 0.421 3.371
H 0.349 -5.624 0.063
H 2.767 -5.395 -0.930
C 0.017 -4.988 -0.760
C 2.323 -4.771 -1.717
N 1.106 -4.143 -1.222
H -0.821 -4.370 -0.435
C 0.971 -2.815 -1.221
O -0.017 -2.206 -0.762
H 3.015 -3.968 -2.002
H 1.815 -2.258 -1.657
H -0.307 -5.657 -1.560
H 2.092 -5.393 -2.592
N -0.301 1.111 10.195
C -0.189 0.922 9.047
C -0.008 0.699 7.637
C -0.898 1.207 6.681
C -0.564 1.145 5.320
C 0.550 0.390 4.938
C 1.354 -0.258 5.880
C 1.095 -0.066 7.235
N 0.751 0.023 3.588
C 1.025 -1.286 3.227
C 1.384 -1.256 1.913
N 1.280 0.049 1.439
C 0.928 0.808 2.475
H -1.839 1.651 7.008
H -1.191 1.614 4.558
H 2.179 -0.895 5.533
H 1.771 -0.514 7.966
H 0.979 -2.087 3.943
H 1.751 -2.123 1.392
H 0.847 1.886 2.571


(3)
55
Properties=species:S:1:pos:R:3 method="wB97M-V/def2-TZVPD" molar_mass_da=368.48 max_force_ev_per_a=0.61 smiles="CCN1CCN(Cc2ccc(NC(=O)Nc3ccccc3OC)cc2)CC1" homo_ev=-7.853 gap_ev=8.49 spin_multiplicity=1
C 5.811 3.808 -2.534
C 6.273 2.383 -2.871
N 5.277 1.365 -3.095
C 4.497 0.908 -1.968
C 3.159 1.636 -1.787
N 2.394 1.549 -3.017
C 1.057 2.091 -2.862
C 0.225 1.239 -1.943
C 0.263 -0.146 -2.055
C -0.503 -0.953 -1.238
C -1.339 -0.380 -0.284
N -2.150 -1.130 0.567
C -2.200 -2.486 0.717
O -1.692 -3.302 -0.021
N -2.989 -2.905 1.769
C -3.490 -2.197 2.869
C -4.787 -2.446 3.297
C -5.314 -1.794 4.398
C -4.539 -0.880 5.085
C -3.234 -0.632 4.688
C -2.689 -1.291 3.595
O -1.403 -1.138 3.161
C -0.545 -0.275 3.863
C -1.379 1.007 -0.164
C -0.602 1.804 -0.983
C 3.129 2.178 -4.096
C 4.466 1.448 -4.287
H 5.229 3.823 -1.616
H 6.684 4.443 -2.393
H 5.214 4.226 -3.340
H 6.889 2.424 -3.777
H 6.911 2.025 -2.057
H 5.094 0.995 -1.059
H 4.273 -0.152 -2.138
H 2.590 1.150 -0.991
H 3.324 2.690 -1.497
H 1.074 3.135 -2.494
H 0.589 2.099 -3.854
H 0.916 -0.587 -2.792
H -0.465 -2.026 -1.331
H -2.691 -0.586 1.222
H -3.217 -3.888 1.728
H -5.382 -3.163 2.752
H -6.325 -2.000 4.713
H -4.939 -0.360 5.942
H -2.638 0.066 5.253
H -0.413 -0.593 4.902
H -0.905 0.759 3.841
H 0.410 -0.332 3.344
H -2.023 1.462 0.577
H -0.645 2.879 -0.875
H 2.544 2.091 -5.016
H 3.297 3.252 -3.898
H 5.042 1.928 -5.081
H 4.238 0.420 -4.594